C2H2ClNO2 | ωB97M-V/def2-TZVPD

Values from the calculation:
Electronic energy in eV: -20208.5022
HOMO energy (alpha / beta) in eV: -9.12 / -9.11
Relative energy (zero: lowest compared OMol25 entry of this formula, charge and spin) in kcal per mole: 117.8

The geometry in XYZ format:
```
8
Properties=species:S:1:pos:R:3:forces:R:3:lowdin_charge:R:1
C -0.12541 0.72235 -0.35569 4.5771 1.7198 -1.0426 -0.3771
C -0.90053 0.01612 0.39371 -2.3929 -1.9381 2.2031 -0.5502
N 1.34578 -1.48116 -0.10215 0.5141 1.0534 0.5842 0.2373
O 1.15245 0.99212 -0.05873 -2.0787 1.3348 0.7857 -0.1236
O 1.96105 -0.57298 0.11455 0.1983 -2.7036 -0.5307 0.0553
Cl -2.54556 -0.41634 -0.05591 0.8183 0.1610 0.1683 0.5832
H -0.27256 0.97500 -1.34674 -1.3915 0.4246 -2.0371 0.0947
H -0.61521 -0.23511 1.41096 -0.2447 -0.0519 -0.1309 0.0804
```
Positions in Å, forces in eV/Å.